Arrangement 1

{
  "formula": "C3H5NS3",
  "method": "ωB97M-V/def2-TZVPD",
  "symbols": ["C", "C", "C", "N", "S", "S", "S", "H", "H", "H", "H", "H"],
  "positions_angstrom": [[0.47, -0.74, 0.30], [0.75, 0.41, -0.32], [2.84, -0.11, 1.12], [-3.09, 0.22, -0.60], [1.73, -1.42, 1.23], [2.32, 1.08, -0.09], [-2.13, 1.12, 0.37], [-0.58, -1.15, 0.23], [0.28, 0.76, -1.18], [3.84, -0.50, 1.21], [-2.49, -0.36, -1.22], [-3.94, 0.69, -1.05]],
  "mulliken_charge": [-0.05, -0.28, -0.39, -0.39, -0.11, -0.11, -0.10, 0.12, 0.41, 0.37, 0.27, 0.26],
  "molar_mass_g_mol": 151.28,
  "e_lumo_ev": [0.4, -1.0]
}

=====

Arrangement 2

{
  "formula": "C3H5NS3",
  "method": "ωB97M-V/def2-TZVPD",
  "symbols": ["C", "C", "C", "H", "H", "H", "H", "H", "N", "S", "S", "S"],
  "positions_angstrom": [[1.01, 0.24, -0.57], [0.05, -0.91, -0.38], [-0.32, 1.08, -0.35], [2.16, -0.31, 1.62], [1.49, 0.62, -1.50], [-0.24, -1.45, -1.33], [0.35, -1.44, 0.40], [-2.41, -0.59, 1.61], [-1.03, -0.06, -0.09], [2.52, 0.45, 0.34], [-2.63, -0.24, 0.22], [-0.95, 2.61, 0.04]],
  "mulliken_charge": [-0.08, -0.52, 0.18, 0.12, 0.20, 0.25, 0.33, 0.15, 0.00, -0.20, -0.12, -0.32],
  "molar_mass_g_mol": 151.28,
  "e_lumo_ev": 0.0
}

=====

Arrangement 3

{
  "formula": "C3H5NS3",
  "method": "ωB97M-V/def2-TZVPD",
  "symbols": ["S", "C", "C", "S", "C", "N", "S", "H", "H", "H", "H", "H"],
  "positions_angstrom": [[0.90, 1.26, 2.29], [0.04, 0.08, 1.28], [-0.43, 0.63, -0.08], [-1.72, -0.37, -0.86], [-0.55, -1.22, -1.85], [0.64, -0.76, -2.05], [0.94, 0.73, -1.28], [2.11, 1.16, 1.81], [0.61, -0.87, 1.19], [-0.84, -0.19, 1.88], [-0.81, 1.66, 0.00], [-0.87, -2.12, -2.32]],
  "mulliken_charge": [-0.18, -0.61, -0.27, -0.10, -0.07, -0.37, 0.03, 0.12, 0.35, 0.32, 0.40, 0.40],
  "molar_mass_g_mol": 151.28,
  "smiles": "SC[C@@H]1SC=NS1",
  "e_lumo_ev": 0.6
}

=====

Arrangement 4

{
  "formula": "C3H5NS3",
  "method": "ωB97M-V/def2-TZVPD",
  "symbols": ["C", "C", "C", "H", "H", "H", "H", "H", "N", "S", "S", "S"],
  "positions_angstrom": [[2.05, -0.86, -0.77], [0.35, 0.42, 0.44], [-0.92, 0.74, 1.28], [2.66, -1.82, -1.05], [2.74, 0.07, -0.71], [1.12, -0.64, -1.53], [-0.93, 1.54, 2.15], [-3.96, 0.05, -0.63], [-2.17, 0.30, 0.90], [1.04, -0.98, 0.85], [0.45, 1.87, -0.36], [-2.42, -0.69, -0.55]],
  "mulliken_charge": [-0.71, 0.22, -0.21, 0.32, 0.27, 0.25, 0.32, 0.18, -0.32, 0.01, -0.17, -0.15],
  "molar_mass_g_mol": 151.28,
  "e_lumo_ev": -0.8
}

=====

Verdict on stability: arrangement 4 comes out at the bottom.

=====

Arrangement 1

{
  "formula": "C3H2AuFO",
  "method": "ωB97M-V/def2-TZVPD",
  "symbols": ["H", "O", "C", "C", "C", "F", "H", "Au"],
  "positions_angstrom": [[-1.42, 0.21, -1.43], [0.15, 0.95, -0.08], [-1.12, -0.06, -0.40], [-0.15, -1.11, -0.16], [0.86, -0.23, 0.21], [-2.22, 0.07, 0.41], [-0.25, -2.17, 0.05], [2.75, 0.35, 0.02]],
  "lowdin_spin": [0.01, 0.30, 0.06, 0.57, 0.33, 0.01, 0.02, 0.69],
  "molar_mass_g_mol": 270.01,
  "multiplicity": 3,
  "s2": 2.017,
  "e_lumo_ev": [0.1, -3.2]
}

=====

Arrangement 2

{
  "formula": "C3H2AuFO",
  "method": "ωB97M-V/def2-TZVPD",
  "symbols": ["H", "O", "C", "C", "C", "F", "H", "Au"],
  "positions_angstrom": [[0.63, 0.68, -1.73], [-1.01, 0.21, -0.13], [0.72, -0.14, -1.02], [1.09, 0.04, 0.32], [-0.20, 0.21, 0.94], [1.01, -1.30, -1.68], [1.96, -0.36, 0.82], [-1.71, 1.08, 1.89]],
  "lowdin_spin": [0.01, 0.41, 0.00, 0.14, 0.39, -0.01, 0.00, 1.06],
  "molar_mass_g_mol": 270.01,
  "multiplicity": 3,
  "s2": 2.022,
  "e_lumo_ev": [-0.8, -2.5]
}

=====

Verdict on stability: arrangement 2 comes out at the bottom.

=====

Arrangement 1

{
  "formula": "C12H17N",
  "method": "ωB97M-V/def2-TZVPD",
  "symbols": ["C", "C", "C", "N", "C", "C", "C", "C", "C", "C", "H", "H", "H", "H", "H", "H", "H", "H", "H", "C", "C", "C", "H", "H", "H", "H", "H", "H", "H", "H"],
  "positions_angstrom": [[0.60, -3.34, -0.40], [0.57, -2.25, 0.61], [1.61, -1.83, 1.39], [1.21, -0.75, 2.17], [-0.12, -0.61, 1.99], [-1.04, 0.22, 2.63], [-2.37, 0.19, 2.34], [-2.83, -0.67, 1.26], [-2.03, -1.51, 0.51], [-0.64, -1.59, 1.08], [1.67, -3.75, -0.51], [0.42, -2.97, -1.45], [-0.16, -4.11, -0.11], [2.66, -2.03, 1.11], [1.86, -0.41, 2.91], [-0.66, 0.88, 3.47], [-3.03, 0.62, 2.94], [-3.93, -0.60, 1.14], [-2.64, -2.10, -0.26], [-0.37, 2.44, -2.70], [0.84, 3.08, -1.90], [1.89, 2.01, -1.63], [-0.02, 1.97, -3.66], [-1.01, 3.21, -2.96], [-0.73, 1.54, -2.02], [1.20, 3.94, -2.52], [0.36, 3.43, -0.97], [1.51, 1.07, -1.28], [2.52, 1.52, -2.41], [2.66, 2.41, -0.77]],
  "mulliken_charge": [-1.23, 0.82, -0.70, -0.09, -0.22, -0.44, -0.70, -0.27, -0.74, 0.79, 0.30, 0.27, 0.30, 0.29, 0.24, 0.25, 0.54, 0.29, 0.31, -0.98, -0.19, -0.91, 0.27, 0.37, 0.18, 0.29, 0.24, 0.16, 0.34, 0.22],
  "molar_mass_g_mol": 175.28,
  "smiles": "Cc1c[nH]c2ccccc12.CCC",
  "e_lumo_ev": 0.9
}

=====

Arrangement 2

{
  "formula": "C12H17N",
  "method": "ωB97M-V/def2-TZVPD",
  "symbols": ["C", "C", "C", "N", "C", "C", "C", "C", "C", "C", "H", "H", "H", "H", "H", "H", "H", "H", "H", "C", "C", "C", "H", "H", "H", "H", "H", "H", "H", "H"],
  "positions_angstrom": [[3.04, 1.84, -1.26], [1.82, 0.97, -1.26], [0.65, 1.07, -1.94], [-0.18, 0.01, -1.64], [0.51, -0.88, -0.85], [0.10, -2.07, -0.23], [1.00, -2.71, 0.58], [2.25, -2.15, 0.88], [2.63, -0.95, 0.31], [1.72, -0.25, -0.49], [3.17, 2.25, -0.25], [3.00, 2.69, -1.94], [3.89, 1.17, -1.37], [0.29, 1.89, -2.54], [-1.04, -0.22, -2.10], [-0.85, -2.49, -0.52], [0.78, -3.65, 1.06], [2.92, -2.67, 1.55], [3.64, -0.61, 0.48], [-1.64, 1.32, 1.18], [-2.44, 0.01, 1.13], [-3.90, 0.34, 0.81], [-1.88, 1.84, 2.11], [-1.89, 1.96, 0.33], [-0.56, 1.18, 1.20], [-1.94, -0.66, 0.44], [-2.31, -0.46, 2.11], [-4.00, 0.54, -0.25], [-4.55, -0.50, 1.06], [-4.22, 1.19, 1.40]],
  "mulliken_charge": [-1.33, 0.50, -0.91, 0.09, -0.29, -0.65, -0.69, -0.57, -0.48, 1.09, 0.31, 0.36, 0.29, 0.41, 0.23, 0.48, 0.38, 0.40, 0.36, -1.20, 0.46, -1.22, 0.44, 0.28, 0.26, -0.26, 0.26, 0.33, 0.35, 0.31],
  "molar_mass_g_mol": 175.28,
  "smiles": "Cc1c[nH]c2ccccc12.CCC",
  "e_lumo_ev": 0.9
}

=====

Verdict on stability: arrangement 1 comes out at the bottom.

=====

Arrangement 1

{
  "formula": "C2H5NO2",
  "method": "ωB97M-V/def2-TZVPD",
  "symbols": ["N", "C", "O", "C", "O", "H", "H", "H", "H", "H"],
  "positions_angstrom": [[0.26, 1.33, 0.12], [0.16, -0.07, 0.38], [1.32, -0.82, 0.10], [-1.10, -0.59, -0.28], [-2.00, -0.86, 0.48], [0.47, 1.52, -0.85], [0.96, 1.77, 0.70], [-0.29, -0.24, 1.46], [1.31, -1.26, -0.76], [-1.08, -0.80, -1.36]],
  "mulliken_charge": [-0.53, 0.18, -0.52, -0.03, -0.45, 0.23, 0.25, 0.24, 0.32, 0.31],
  "molar_mass_g_mol": 75.07,
  "smiles": "N[C@H](O)C=O",
  "e_lumo_ev": 0.7
}

=====

Arrangement 2

{
  "formula": "C2H5NO2",
  "method": "ωB97M-V/def2-TZVPD",
  "symbols": ["C", "C", "N", "O", "O", "H", "H", "H", "H", "H"],
  "positions_angstrom": [[0.40, -1.52, 0.99], [0.12, -0.64, 0.09], [-0.87, 0.21, -0.26], [-0.30, 2.45, -0.73], [-0.86, 1.19, -1.16], [1.35, -2.12, 1.00], [-0.31, -2.02, 1.66], [1.37, -0.42, -0.74], [-1.34, 0.38, 0.56], [0.46, 2.50, -1.39]],
  "mulliken_charge": [-0.72, 0.19, -0.15, -0.33, -0.18, 0.21, 0.27, 0.11, 0.26, 0.34],
  "molar_mass_g_mol": 75.07,
  "e_lumo_ev": 0.8
}

=====

Arrangement 3

{
  "formula": "C2H5NO2",
  "method": "ωB97M-V/def2-TZVPD",
  "symbols": ["C", "N", "O", "O", "C", "H", "H", "H", "H", "H"],
  "positions_angstrom": [[0.20, 1.84, -0.03], [-0.39, 0.69, 0.09], [-0.86, 0.19, 1.15], [-0.22, -0.35, -0.94], [0.29, -1.66, -0.02], [0.33, 2.21, -1.09], [-0.05, 2.45, 0.75], [1.31, -1.55, 0.36], [-0.66, -1.58, 0.70], [0.04, -2.25, -0.96]],
  "mulliken_charge": [-0.46, 0.64, -0.66, -0.40, -0.44, 0.23, 0.31, 0.25, 0.31, 0.22],
  "molar_mass_g_mol": 75.07,
  "smiles": "C=[N+]([O-])OC",
  "e_lumo_ev": 0.6
}

=====

Arrangement 4

{
  "formula": "C2H5NO2",
  "method": "ωB97M-V/def2-TZVPD",
  "symbols": ["C", "C", "N", "O", "O", "H", "H", "H", "H", "H"],
  "positions_angstrom": [[2.50, 0.31, 0.38], [-1.36, 0.33, 0.38], [2.03, 0.53, -0.86], [2.65, -0.72, -0.43], [-0.76, -1.00, 0.12], [-1.59, -1.55, 0.09], [-2.15, 0.50, -0.36], [-0.57, 1.05, 0.29], [-1.78, 0.08, 1.34], [1.03, 0.46, -0.96]],
  "mulliken_charge": [0.11, -0.53, -0.26, -0.14, -0.51, 0.31, 0.23, 0.25, 0.24, 0.30],
  "molar_mass_g_mol": 75.07,
  "e_lumo_ev": 0.7
}

=====

Verdict on stability: arrangement 2 comes out at the bottom.